[1]
This record from the Open Molecules 2025 dataset describes a molecular structure, C29H67CsN5O4PSSi5Te at a distorted geometry. The level of theory is ωB97M-V/def2-TZVPD.

Each line ends with the Löwdin charge.
Geometry (Å):
1 Cs 0.4981 -0.6491 0.8551  0.914
2 C -1.4872 -0.2806 -5.5984  -0.005
3 C -0.6363 -1.4822 -5.4528  -0.341
4 N -0.3835 -2.3596 -6.3775  0.102
5 N 0.4810 -3.2324 -5.7749  0.008
6 C 0.7739 -2.9226 -4.4979  -0.827
7 S 1.8238 -3.6422 -3.4228  0.594
8 N 0.0150 -1.8052 -4.2941  -0.087
9 N 0.0500 -1.0288 -3.1299  0.142
10 H -1.8040 -0.1985 -6.6353  0.082
11 H -0.9251 0.6087 -5.3105  0.084
12 H -2.3615 -0.3491 -4.9520  0.059
13 H 0.8498 -4.0216 -6.2711  0.138
14 H 0.7415 -1.5048 -2.5485  0.029
15 H -0.8496 -1.1493 -2.6589  0.061
16 C -2.2855 1.2974 3.7755  -0.180
17 Si -1.2162 2.8671 3.7313  0.337
18 C -2.0004 4.0080 5.0412  -0.197
19 C 0.4016 2.3008 4.5380  -0.183
20 C -1.0181 3.6315 2.1121  -0.455
21 Si 0.5985 4.2490 1.6014  0.337
22 C 1.3470 5.5586 2.7641  -0.194
23 C 0.6418 5.1142 -0.0877  -0.186
24 C 1.8856 2.8796 1.4391  -0.192
25 Si -2.4545 4.1015 1.1782  0.412
26 C -4.1224 3.4549 1.8046  -0.179
27 C -2.7761 5.9763 1.0010  -0.191
28 C -2.4941 3.4786 -0.6555  -0.288
29 C -3.4227 4.0235 -1.5528  -0.083
30 C -3.5167 3.5499 -2.8483  -0.088
31 C -2.6690 2.5249 -3.2387  -0.089
32 C -1.7756 2.0309 -2.3005  -0.174
33 N -1.6832 2.4799 -1.0510  0.070
34 H -2.2068 0.8099 4.7528  0.022
35 H -1.9591 0.5813 3.0150  0.007
36 H -3.3408 1.5031 3.5884  0.006
37 H -2.1694 3.4885 5.9906  0.013
38 H -2.9581 4.4076 4.6959  0.004
39 H -1.3411 4.8606 5.2291  0.015
40 H 0.2096 2.0450 5.5851  0.029
41 H 1.1822 3.0638 4.5217  0.013
42 H 0.8146 1.4034 4.0695  0.010
43 H 0.7288 6.4613 2.7329  0.015
44 H 2.3662 5.8303 2.4708  0.015
45 H 1.3722 5.2181 3.8017  0.004
46 H 0.0659 6.0420 -0.0969  0.005
47 H 0.2617 4.4649 -0.8774  0.011
48 H 1.6793 5.3687 -0.3281  0.021
49 H 1.9144 2.2537 2.3333  0.007
50 H 2.9047 3.2308 1.2548  0.029
51 H 1.5906 2.2521 0.5944  -0.013
52 H -4.3163 3.7559 2.8372  0.017
53 H -4.1685 2.3676 1.7491  -0.005
54 H -4.9273 3.8562 1.1807  0.022
55 H -2.6869 6.4298 1.9918  0.021
56 H -3.7723 6.2105 0.6120  0.007
57 H -2.0394 6.4537 0.3519  0.004
58 H -4.0725 4.8236 -1.2188  0.087
59 H -4.2366 3.9688 -3.5430  0.095
60 H -2.6983 2.1177 -4.2414  0.081
61 H -1.0910 1.2298 -2.5708  0.079
62 C 3.6414 0.1810 -2.1590  -0.065
63 C 4.2006 -1.0512 -1.4850  -0.348
64 O 3.3852 -1.3747 -0.3560  -0.374
65 P 3.9178 -1.4942 1.1751  0.049
66 O 2.6506 -1.3943 1.9709  -0.706
67 Te 5.6773 0.0162 1.5960  0.352
68 O 4.3949 -3.0295 1.2765  -0.278
69 C 5.7306 -3.5132 1.2473  -0.336
70 C 6.1491 -3.8864 -0.1599  -0.076
71 H 4.2381 0.4327 -3.0388  0.076
72 H 3.6673 1.0265 -1.4698  0.075
73 H 2.6125 0.0202 -2.4851  0.055
74 H 5.2264 -0.8685 -1.1553  0.038
75 H 4.1795 -1.9164 -2.1523  0.090
76 H 5.7394 -4.3882 1.9008  0.112
77 H 6.4027 -2.7600 1.6662  0.027
78 H 5.4625 -4.6157 -0.5914  0.079
79 H 7.1550 -4.3136 -0.1487  0.071
80 H 6.1641 -3.0046 -0.8010  0.058
81 C 0.6586 -1.8178 4.5966  -0.184
82 O 1.8554 -1.0797 4.6319  -0.143
83 H 0.8377 -2.8921 4.4674  0.076
84 H -0.0196 -1.4924 3.7961  0.038
85 H 0.1352 -1.6622 5.5407  0.075
86 H 2.2947 -1.1723 3.7667  0.020
87 C -5.4874 -2.3591 -0.8260  -0.213
88 Si -3.7833 -1.5013 -0.7480  0.327
89 C -4.1444 0.2089 -0.0463  -0.191
90 C -3.3692 -1.2464 -2.6014  -0.192
91 C -2.4704 -2.3155 0.1674  -0.442
92 Si -2.0830 -4.0622 0.0004  0.306
93 C -1.8145 -4.5758 -1.8052  -0.193
94 C -3.3735 -5.3137 0.6386  -0.206
95 C -0.5000 -4.5110 0.9454  -0.197
96 H -6.2252 -1.7192 -1.3233  0.009
97 H -5.8537 -2.5920 0.1773  0.016
98 H -5.4306 -3.3008 -1.3811  0.007
99 H -4.8713 0.7649 -0.6473  0.033
100 H -3.2323 0.8090 0.0154  0.008
101 H -4.5487 0.1219 0.9663  0.027
102 H -2.9406 -0.2465 -2.7313  -0.012
103 H -4.2523 -1.3121 -3.2441  0.030
104 H -2.6545 -2.0003 -2.9452  -0.002
105 H -2.5428 -2.0290 1.2282  -0.039
106 H -2.7007 -4.3520 -2.4077  0.015
107 H -1.6215 -5.6490 -1.8947  0.022
108 H -0.9658 -4.0456 -2.2464  -0.018
109 H -4.3074 -5.2285 0.0762  0.005
110 H -3.6082 -5.1154 1.6884  0.015
111 H -3.0177 -6.3466 0.5574  0.009
112 H 0.3807 -4.0609 0.4773  0.012
113 H -0.3331 -5.5912 0.9925  0.017
114 H -0.5532 -4.1362 1.9724  0.016

Energy above the lowest of the compared OMol25 structures with the same formula, charge and spin (eV): 1.208
Gap between HOMO and LUMO (eV): 5.4
Largest force on an atom (eV/Å): 1.827
Total energy (a.u.): -4195.396592
Charge: -2

[2]
This record from the Open Molecules 2025 dataset describes a molecular structure, C29H68AlCl2N5O14PS at a distorted geometry. The level of theory is ωB97M-V/def2-TZVPD.

Each line ends with the Löwdin charge.
Geometry (Å):
1 C 4.8553 -0.4977 7.7612  -0.293
2 P 4.7883 -0.6282 5.9300  0.954
3 O 4.0030 -2.0618 5.7076  -0.327
4 C 3.5729 0.6583 5.1726  -0.580
5 C 4.4642 1.6757 4.4077  -0.240
6 S 6.0610 2.1043 5.0558  0.629
7 O 5.9657 2.2317 6.4854  -0.353
8 O 7.1225 1.3519 4.4525  -0.375
9 O 2.9463 -0.0493 4.1346  -0.226
10 Al 1.2316 -0.2821 4.6846  -0.156
11 Cl -0.2722 -0.7861 3.2131  0.253
12 O 1.3541 1.4641 5.2309  -0.120
13 C 2.4468 1.4818 5.9650  -0.804
14 Cl 2.0069 0.9517 7.6561  0.738
15 O 2.8690 2.9012 6.0745  -0.015
16 C 2.9767 3.4755 7.2206  -0.422
17 N 3.2382 4.1808 8.0947  0.177
18 H 4.3802 0.3734 8.1813  -0.024
19 H 5.9170 -0.4223 8.0061  0.024
20 H 4.4731 -1.4170 8.1991  0.036
21 H 4.7060 -2.6785 5.4668  0.040
22 H 4.6306 1.2904 3.4033  0.115
23 H 3.9546 2.6296 4.2941  0.103
24 H 6.1714 3.3591 4.5557  0.066
25 H 1.2605 -1.3746 5.8125  -0.032
26 C 1.9032 11.3426 5.2223  -0.124
27 O 2.4043 10.1325 4.7017  -0.191
28 C 3.5915 9.6566 5.3247  -0.220
29 C 3.3383 8.4397 6.1847  -0.219
30 N 2.5670 8.7714 7.3735  -0.052
31 C 2.0793 7.6151 8.1283  -0.199
32 C 1.1409 6.6350 7.4426  -0.235
33 O -0.1526 7.1502 7.1604  -0.178
34 C -0.2602 7.9126 5.9798  -0.112
35 H 1.1463 11.7054 4.5286  0.086
36 H 1.4358 11.2146 6.2053  0.076
37 H 2.6910 12.0985 5.3049  0.085
38 H 4.0672 10.4530 5.9060  0.119
39 H 4.2776 9.3722 4.5219  0.120
40 H 4.3020 8.0251 6.4949  0.126
41 H 2.8420 7.6888 5.5550  0.107
42 H 1.7768 9.3419 7.1053  0.064
43 H 1.5583 8.0054 9.0062  0.117
44 H 2.9424 7.0525 8.4936  0.106
45 H 0.9853 5.8097 8.1367  0.111
46 H 1.5811 6.1942 6.5410  0.105
47 H 0.4064 7.5424 5.1958  0.088
48 H -0.0550 8.9750 6.1534  0.069
49 H -1.2891 7.8293 5.6275  0.085
50 C -3.5100 -6.0011 -2.2093  -0.119
51 O -2.6159 -5.1496 -2.8953  -0.207
52 C -3.2030 -3.9564 -3.4034  -0.217
53 C -2.7822 -2.7314 -2.6274  -0.220
54 N -3.3523 -2.7042 -1.2887  -0.045
55 C -2.7836 -1.6642 -0.4301  -0.189
56 C -1.2885 -1.6779 -0.1414  -0.248
57 O -0.8493 -2.7329 0.6795  -0.207
58 C -0.6259 -3.9686 0.0420  -0.102
59 H -3.0101 -6.9598 -2.0805  0.091
60 H -3.7757 -5.6159 -1.2192  0.079
61 H -4.4291 -6.1627 -2.7829  0.079
62 H -4.2942 -4.0456 -3.4368  0.123
63 H -2.8452 -3.8436 -4.4326  0.111
64 H -3.1162 -1.8402 -3.1657  0.118
65 H -1.6845 -2.7119 -2.6118  0.102
66 H -3.2174 -3.6057 -0.8506  0.069
67 H -3.3012 -1.7174 0.5301  0.122
68 H -3.0331 -0.6928 -0.8715  0.113
69 H -1.0656 -0.7695 0.4233  0.088
70 H -0.6867 -1.6308 -1.0609  0.107
71 H -0.2588 -3.8407 -0.9815  0.086
72 H -1.5263 -4.5942 0.0261  0.073
73 H 0.1306 -4.4994 0.6203  0.089
74 C 1.9204 2.5315 -1.2273  -0.103
75 O 1.7623 3.0359 -2.5423  -0.194
76 C 2.7321 2.5912 -3.4773  -0.223
77 C 2.1455 1.6138 -4.4720  -0.220
78 N 1.8155 0.3481 -3.8366  -0.047
79 C 1.0227 -0.5712 -4.6431  -0.200
80 C -0.3588 -0.1356 -5.1188  -0.227
81 O -1.3164 0.0022 -4.0903  -0.199
82 C -1.2898 1.2298 -3.3856  -0.091
83 H 1.2703 3.1128 -0.5772  0.091
84 H 1.6353 1.4775 -1.1443  0.078
85 H 2.9509 2.6438 -0.8801  0.089
86 H 3.5960 2.1564 -2.9659  0.122
87 H 3.0765 3.4728 -4.0264  0.120
88 H 2.8788 1.4323 -5.2646  0.122
89 H 1.2719 2.0992 -4.9305  0.104
90 H 1.3207 0.5334 -2.9744  0.069
91 H 0.8887 -1.4778 -4.0475  0.117
92 H 1.6110 -0.8552 -5.5225  0.117
93 H -0.7338 -0.9325 -5.7671  0.119
94 H -0.3283 0.7749 -5.7313  0.111
95 H -1.0075 2.0631 -4.0344  0.088
96 H -0.6145 1.1947 -2.5264  0.073
97 H -2.2955 1.4075 -3.0044  0.088
98 C -6.0658 -9.3741 -8.5604  -0.119
99 O -6.3482 -8.0065 -8.3568  -0.192
100 C -6.6141 -7.6427 -7.0086  -0.218
101 C -5.4844 -6.8389 -6.4058  -0.217
102 N -4.2940 -7.6506 -6.2019  -0.044
103 C -3.0902 -6.8979 -5.8509  -0.184
104 C -2.5630 -5.8592 -6.8308  -0.226
105 O -2.0295 -6.3863 -8.0312  -0.176
106 C -2.9729 -6.6928 -9.0362  -0.105
107 H -6.1066 -9.5571 -9.6327  0.087
108 H -5.0693 -9.6546 -8.2008  0.077
109 H -6.8075 -10.0117 -8.0698  0.087
110 H -6.8295 -8.5285 -6.4034  0.121
111 H -7.5115 -7.0179 -7.0188  0.121
112 H -5.8131 -6.4460 -5.4383  0.120
113 H -5.3034 -5.9812 -7.0687  0.106
114 H -4.1126 -8.1855 -7.0405  0.067
115 H -2.2935 -7.6279 -5.6904  0.126
116 H -3.2585 -6.4057 -4.8910  0.090
117 H -1.7282 -5.3561 -6.3369  0.122
118 H -3.3051 -5.0821 -7.0561  0.112
119 H -3.8162 -5.9966 -9.0269  0.088
120 H -3.3514 -7.7159 -8.9468  0.071
121 H -2.4650 -6.6116 -9.9974  0.086

Gap between HOMO and LUMO (eV): 7.4
Largest force on an atom (eV/Å): 1.144
Total energy (a.u.): -4375.222974
Charge: -1